[1]
DFT (the ωB97M-V functional and the def2-TZVPD basis) results for a molecular structure, C40H48N4O3PPbS6.

The geometry in XYZ format:
```
103
Properties=species:S:1:pos:R:3:forces:R:3:mulliken_charge:R:1
Pb 0.71991 -0.83769 -0.28066 0.11 0.13 -0.14 0.96
O 2.42679 -0.58308 1.49495 -0.21 -0.37 0.11 -0.06
S 3.46561 0.28957 2.14532 0.22 0.18 -0.07 0.23
C 2.57626 1.39021 3.26933 0.06 0.03 -0.06 -0.19
C 1.97105 0.66672 4.46963 -0.11 -0.03 -0.04 -1.35
C 0.60870 0.03214 4.16395 0.08 0.05 0.02 0.46
C -0.49628 1.07524 3.93035 -0.10 -0.05 -0.05 -1.16
S -1.36047 0.68330 2.39524 0.06 -0.06 0.11 0.57
O -0.33227 0.99018 1.32178 -0.02 -0.07 -0.03 -0.51
C -2.54710 1.99537 2.30375 0.06 0.07 -0.01 0.51
C -3.88846 1.64819 2.26502 -0.01 0.00 0.00 -0.59
C -4.83797 2.64633 2.08407 -0.01 -0.02 0.01 -0.69
C -4.43528 3.96334 1.93251 -0.02 0.00 0.00 -0.51
C -3.08516 4.29868 1.96381 0.03 0.01 0.00 -0.69
C -2.13113 3.31355 2.14776 -0.05 0.01 -0.02 -0.25
C 3.87859 1.50551 0.90917 -0.09 0.06 0.03 0.89
C 5.20701 1.76071 0.61571 -0.01 -0.01 0.00 -0.77
C 5.51068 2.67003 -0.39194 0.04 -0.01 0.04 -0.75
C 4.49261 3.29579 -1.09221 -0.02 0.02 -0.01 -0.73
C 3.15908 3.02765 -0.79444 0.00 0.04 -0.01 -1.18
C 2.84746 2.13079 0.21180 0.11 -0.01 0.02 0.37
H 1.81827 1.88950 2.66346 -0.02 0.06 0.04 -0.18
H 3.32575 2.12513 3.57194 0.00 0.00 0.00 0.64
H 1.86911 1.39333 5.27942 -0.02 -0.04 0.03 0.42
H 2.65595 -0.10307 4.83395 0.02 0.02 -0.02 0.44
H 0.31934 -0.62669 4.98196 -0.01 0.02 0.01 0.55
H 0.71521 -0.60031 3.28100 0.00 -0.03 0.02 -0.51
H -0.10589 2.08754 3.80679 -0.01 0.02 0.00 0.46
H -1.24448 1.09120 4.72441 0.02 -0.01 0.00 0.63
H -4.18694 0.61079 2.36246 0.00 -0.01 -0.01 0.44
H -5.88797 2.38958 2.05070 0.00 0.00 0.00 0.44
H -5.17562 4.73719 1.78040 0.00 0.00 0.00 0.42
H -2.78075 5.32933 1.83878 0.00 0.00 0.00 0.43
H -1.07622 3.55874 2.13936 0.02 -0.01 0.01 0.30
H 5.99137 1.24921 1.15884 0.02 0.00 0.00 0.48
H 6.54355 2.88483 -0.63099 0.00 -0.01 0.01 0.43
H 4.73527 3.99968 -1.87727 0.00 0.00 0.00 0.45
H 2.36540 3.52228 -1.34258 0.03 0.03 -0.01 0.57
H 1.81388 1.91490 0.45770 0.04 0.00 0.03 0.18
O -2.47224 -7.30980 0.21271 -0.06 0.02 0.03 -0.55
C -2.07813 -6.18526 0.14405 0.09 -0.04 -0.07 0.62
S -2.43025 -5.07526 -1.19292 -0.02 -0.02 0.03 -0.14
C -1.49509 -3.73230 -0.57048 0.07 0.00 0.04 0.29
C -0.83612 -3.88449 0.59617 0.02 0.03 -0.04 0.44
S 0.17728 -2.74843 1.46366 -0.09 0.00 -0.06 -0.63
S -1.01833 -5.43930 1.37380 0.02 0.02 0.00 -0.12
S -1.59320 -2.22236 -1.45715 -0.03 0.03 -0.01 -0.41
C -2.74112 -1.31174 -0.34296 0.03 -0.02 -0.01 2.43
C -4.04879 -2.01928 -0.18062 0.01 0.03 0.02 -0.52
C -4.26202 -2.80686 0.94505 -0.03 0.00 0.02 0.10
C -5.44694 -3.51545 1.08981 0.03 0.00 0.03 -0.89
C -6.42445 -3.43625 0.11085 -0.03 -0.01 -0.02 -0.50
C -6.21948 -2.64549 -1.01354 -0.01 -0.01 0.01 -0.77
C -5.03575 -1.94204 -1.15931 0.05 0.01 0.00 -0.32
H -2.23313 -1.22202 0.61776 -0.02 0.02 0.02 -0.68
H -2.83469 -0.32421 -0.79164 -0.01 -0.01 -0.01 -0.78
H -3.49150 -2.87203 1.70654 0.00 0.00 0.00 0.42
H -5.60181 -4.13194 1.96552 -0.01 0.00 0.00 0.43
H -7.34723 -3.99000 0.22133 0.00 0.00 0.00 0.43
H -6.98334 -2.58310 -1.77722 0.00 0.00 0.00 0.43
H -4.86699 -1.33549 -2.04246 -0.01 0.00 -0.01 0.43
C -2.30411 2.10091 -1.60044 0.00 0.03 -0.02 -0.47
N -2.46730 3.38044 -2.28499 0.03 0.01 0.02 0.13
C -1.27534 4.19216 -2.02915 -0.04 0.00 0.00 -0.67
N -0.04923 3.53077 -2.49087 0.03 0.00 0.01 0.22
C 0.05370 2.24836 -1.80260 -0.09 -0.10 0.00 -1.07
N -1.10299 1.37129 -2.04783 -0.03 0.03 0.00 1.18
C -1.21566 1.17073 -3.50297 0.02 -0.02 0.03 -0.74
N -1.35328 2.43088 -4.22567 0.02 0.01 -0.02 0.05
C -2.54559 3.12101 -3.72601 -0.02 0.01 -0.01 -0.76
C -0.18718 3.26468 -3.92849 0.00 -0.01 -0.03 -0.80
H -3.18783 1.48840 -1.80014 0.01 0.01 0.01 0.62
H -2.22442 2.27708 -0.52573 -0.02 -0.02 0.03 -0.60
H -1.19664 4.37497 -0.95471 0.00 0.01 0.00 0.23
H -1.37779 5.14901 -2.54359 0.00 0.00 0.01 0.40
H 0.12330 2.42104 -0.72535 -0.02 0.00 -0.04 0.04
H 0.95929 1.73709 -2.14477 -0.01 0.00 0.01 0.47
H -2.08633 0.54241 -3.70574 0.00 0.00 -0.01 0.26
H -0.32125 0.65030 -3.85627 -0.01 0.00 0.00 0.27
H -3.42474 2.50640 -3.92973 0.00 0.01 0.00 0.36
H -2.65357 4.07027 -4.25290 0.00 -0.01 0.00 0.34
H -0.28464 4.21406 -4.45720 0.00 0.00 0.00 0.33
H 0.71333 2.75815 -4.28312 0.00 0.00 0.00 0.37
C 3.03994 -2.92542 -3.18191 -0.03 0.02 0.05 -1.50
P 2.47028 -2.94893 -1.44514 0.00 -0.16 0.04 1.00
C 2.04489 -4.70844 -1.22436 0.01 0.02 -0.06 -1.38
C 3.99641 -2.74371 -0.47907 -0.01 0.07 -0.07 0.75
C 4.10329 -3.30648 0.79165 -0.02 -0.01 0.03 -0.49
C 5.22845 -3.07527 1.56717 -0.01 0.00 0.00 -0.69
C 6.25507 -2.27366 1.08744 0.03 0.01 0.01 -0.53
C 6.15113 -1.69956 -0.17107 0.02 0.02 0.02 -0.70
C 5.02533 -1.92813 -0.94825 -0.03 -0.02 0.00 -0.62
H 3.87187 -3.61763 -3.31585 0.00 0.01 -0.04 0.43
H 3.34644 -1.92737 -3.49003 0.00 0.02 0.01 0.39
H 2.20900 -3.23060 -3.81852 0.00 -0.01 0.00 0.45
H 2.89957 -5.33576 -1.48121 -0.02 -0.02 0.01 0.51
H 1.20487 -4.94973 -1.87742 0.00 -0.01 0.01 0.43
H 1.74134 -4.90825 -0.19945 -0.02 0.02 0.05 0.29
H 3.30171 -3.91819 1.18651 0.00 0.00 0.00 0.18
H 5.30545 -3.52557 2.54819 0.00 0.00 0.00 0.44
H 7.13811 -2.10602 1.69059 0.00 0.01 0.00 0.42
H 6.95190 -1.08099 -0.55614 0.00 0.00 0.00 0.43
H 4.96166 -1.47332 -1.92904 0.01 0.00 0.00 0.24
```
Forces are in eV/Å.

Summary:
- LUMO (eV) = -2.05
- frontier orbital gap (Ha) = 0.295
- calculated total energy (hartree) = -4920.9484
- charge = +1
- molar mass (g/mol) = 1063.43
- E_HOMO (eV) = -10.065

=====

[2]
DFT (the ωB97M-V functional and the def2-TZVPD basis) results for C2H5N3S in the gas phase at a distorted geometry.

The geometry in XYZ format:
```
11
Properties=species:S:1:pos:R:3:forces:R:3:mulliken_charge:R:1
N -2.87600 -0.41484 -0.06604 -0.78 0.24 0.44 -0.60
N -1.67888 0.25019 -0.04216 0.27 -0.78 0.45 -0.13
C -0.61416 -0.46335 -0.01259 -0.77 0.15 -0.72 0.01
C 0.67827 0.24314 -0.00642 0.38 -0.58 0.07 0.02
N 0.59675 1.56915 0.00871 0.00 0.77 0.06 -0.33
S 2.08633 -0.62813 0.00501 -0.23 0.23 0.08 -0.36
H -3.62625 0.20374 0.24560 0.44 -0.07 -0.35 0.26
H -2.93338 -1.25180 0.51705 0.44 0.04 -0.34 0.26
H -0.62008 -1.56004 -0.12748 0.10 0.48 0.37 0.39
H 1.42699 2.12013 0.17812 -0.16 -0.20 -0.24 0.21
H -0.30632 2.02781 -0.08294 0.33 -0.29 0.18 0.26
```
Forces are in eV/Å.

Summary:
- structure (SMILES) = N/N=C/C(N)=S
- LUMO (eV) = -0.04
- frontier orbital gap (Ha) = 0.308
- calculated total energy (hartree) = -641.6334
- molar mass (g/mol) = 103.15
- E_HOMO (eV) = -8.429

=====

[3]
DFT (the ωB97M-V functional and the def2-TZVPD basis) results for a molecular structure, C7H16O3Ti at a distorted geometry.

The geometry in XYZ format:
```
27
Properties=species:S:1:pos:R:3:forces:R:3:mulliken_charge:R:1
Ti -9.17917 -21.89279 -17.65899 1.02 -0.93 -1.47 0.86
C -6.04978 -19.73642 -17.80949 0.97 -0.47 0.64 -0.56
C -7.02712 -19.97086 -18.93311 -1.22 -0.77 0.16 -0.35
O -7.46708 -21.30696 -19.00887 -1.18 0.18 1.33 -0.68
H -5.54376 -20.66286 -17.51410 -0.34 -0.26 -0.26 0.23
H -6.55798 -19.40281 -16.90149 0.28 0.39 -0.04 -0.01
H -5.19498 -19.12316 -18.11410 -0.35 0.61 0.27 0.34
H -6.58701 -19.56469 -19.85637 -0.07 -0.45 -0.30 0.28
H -7.93434 -19.37468 -18.73955 0.21 0.63 -0.11 0.18
C -8.10382 -25.62776 -18.23676 0.40 0.30 1.62 -0.85
C -9.47030 -24.97124 -18.28304 0.45 1.68 -1.09 -0.12
O -9.42497 -23.77155 -19.05007 -0.12 0.92 1.08 -0.80
H -7.47903 -24.91234 -17.68890 0.46 -0.05 -0.53 0.18
H -7.67841 -25.88670 -19.20330 -0.14 0.23 -0.12 0.27
H -8.08937 -26.51085 -17.58278 -0.22 -0.20 -0.22 0.35
H -9.75000 -24.51751 -17.32193 -0.31 -1.65 0.75 0.10
H -10.13800 -25.74922 -18.69229 -0.64 0.47 0.26 0.24
C -10.54148 -20.60283 -13.37953 0.73 -0.68 -1.92 -1.16
C -9.77454 -20.49953 -14.70881 -0.06 1.19 2.56 0.56
O -9.99985 -21.26237 -15.71034 0.33 -1.87 -3.20 -0.72
C -8.86624 -19.35141 -14.81614 0.89 0.21 -0.70 -0.96
H -9.85318 -20.47780 -12.54399 -0.14 0.20 0.17 0.31
H -10.92659 -21.62377 -13.36915 -0.49 0.20 0.35 0.31
H -11.31301 -19.82637 -13.40358 -0.32 -0.16 0.55 0.26
H -8.81070 -19.02192 -15.86590 -0.11 0.20 0.11 0.23
H -7.82367 -19.62735 -14.57218 0.05 0.12 0.12 0.19
H -9.13295 -18.50505 -14.17585 -0.07 -0.01 -0.02 0.32
```
Forces are in eV/Å.

Summary:
- LUMO (spin up / spin down) (eV) = 3.30 / 2.99
- frontier orbital gap (spin up / spin down) (Ha) = 0.190 / 0.280
- calculated total energy (hartree) = -1351.4232
- charge = -1
- molar mass (g/mol) = 196.07
- multiplicity = 4
- E_HOMO (spin up / spin down) (eV) = -1.878 / -4.621

=====

[4]
DFT (the ωB97M-V functional and the def2-TZVPD basis) results for C3H6ClNS in the gas phase at a distorted geometry.

The geometry in XYZ format:
```
12
Properties=species:S:1:pos:R:3:forces:R:3:mulliken_charge:R:1
C 0.04823 -0.59341 -1.13615 -1.98 -0.55 -2.02 -1.05
C 0.01583 0.09825 0.19505 2.16 0.34 -0.47 0.71
C -1.25365 0.86685 0.49231 0.67 -2.70 -2.41 -0.61
Cl -1.79728 1.77132 -0.94064 0.14 1.07 0.19 -0.18
N 1.00192 0.09377 1.03704 -2.08 -0.13 -0.32 -0.53
S 2.33543 -1.01227 1.00811 -1.74 -0.28 -2.30 -0.13
H 0.44637 0.17682 -2.10368 -1.12 -2.59 3.12 0.24
H -1.18246 -0.92381 -1.37858 3.88 0.81 0.31 0.27
H 0.66431 -1.53661 -0.93998 -0.74 1.22 -1.15 0.40
H -1.98876 0.05790 0.41563 -0.13 0.25 1.23 0.28
H -1.09404 1.32813 1.40107 -0.53 1.57 1.71 0.44
H 2.80409 -0.32694 1.94983 1.49 1.00 2.11 0.15
```
Forces are in eV/Å.

Summary:
- structure (SMILES) = C/C(CCl)=N\S
- LUMO (eV) = 0.76
- frontier orbital gap (Ha) = 0.355
- calculated total energy (hartree) = -1030.9514
- molar mass (g/mol) = 123.61
- E_HOMO (eV) = -8.914

=====

[5]
DFT (the ωB97M-V functional and the def2-TZVPD basis) results for a molecular structure, C22H21I2N2OTl at a distorted geometry.

The geometry in XYZ format:
```
49
Properties=species:S:1:pos:R:3:forces:R:3:mulliken_charge:R:1
C 2.08965 -3.71144 -3.39690 1.40 -0.84 -1.04 -0.83
I 2.30368 -2.32417 -1.71174 -0.91 -0.70 -0.16 -0.22
H 2.98678 -3.63563 -4.04424 -0.41 -0.14 0.07 0.26
H 1.19415 -3.51302 -4.00117 0.20 0.15 0.52 0.20
H 2.06742 -4.71696 -2.96442 -0.17 0.13 -0.16 0.20
C -1.54511 2.51729 -2.58314 0.12 -0.21 0.49 -0.54
C -0.41900 0.78603 -1.65751 -1.05 1.93 -1.08 0.06
N -1.49989 1.59983 -1.53485 0.34 0.21 -1.07 0.26
H -0.10314 2.74793 -4.24208 0.03 0.22 -0.21 0.39
I 2.61674 1.03332 0.25601 1.15 1.31 0.17 -0.69
N 0.22385 1.23282 -2.76368 -0.96 0.22 0.14 0.34
H -2.30645 3.26239 -2.66692 -0.26 0.16 -0.02 0.43
Tl 0.27078 -0.65438 -0.11355 1.50 -1.55 1.07 0.27
C -0.91983 -3.02588 -0.95909 -0.81 -1.88 -0.77 0.23
O -1.61341 -3.73855 -1.52666 0.56 1.09 0.49 -0.29
C -0.46110 2.28934 -3.34641 0.18 -0.52 0.47 -0.40
C 1.47997 0.75180 -3.28482 0.47 -0.37 -0.32 -0.54
H 2.31458 1.14730 -2.69169 -0.21 -0.16 -0.04 0.24
H 1.55018 1.11141 -4.31833 0.08 -0.16 0.13 0.26
H 1.52210 -0.35210 -3.25976 -0.08 0.73 -0.03 -0.05
C -2.49964 1.55610 -0.48762 -0.44 0.10 0.26 -0.84
H -3.49407 1.43287 -0.93753 0.20 -0.10 0.07 0.32
H -2.49918 2.50918 0.05632 0.11 -0.27 0.00 0.32
H -2.29706 0.73855 0.21875 0.11 0.27 -0.19 0.12
C -0.78032 -0.54368 1.74333 -0.06 0.68 2.83 -1.35
C -0.42630 -0.33086 2.93431 -0.83 -0.38 -2.59 0.54
C -0.28821 -0.08358 4.29788 -0.21 0.28 1.30 -0.15
C -1.51295 0.16083 5.03779 0.98 -0.13 -0.17 0.57
C -1.53866 0.78271 6.31918 -0.57 0.05 0.36 -0.39
C -2.72160 0.85888 7.05670 0.32 -0.17 -0.57 -0.55
C -3.91954 0.37181 6.51496 -0.31 0.14 0.36 -0.43
C -3.93737 -0.11649 5.20456 0.66 0.17 -0.01 -0.47
C -2.75481 -0.20297 4.47452 -0.90 0.07 0.20 -0.70
C 1.02074 -0.09849 4.94310 -0.32 0.25 0.13 0.23
C 1.20523 -0.45394 6.30701 0.40 -0.06 0.06 -0.33
C 2.47264 -0.48363 6.88807 -0.05 0.10 -0.51 -0.58
C 3.60390 -0.13582 6.13783 0.07 0.07 0.05 -0.34
C 3.44278 0.25925 4.80368 -0.36 -0.31 -0.06 -0.50
C 2.17687 0.26081 4.21709 0.42 -0.03 -0.07 -0.32
H -0.62827 1.22387 6.72919 -0.26 -0.24 -0.14 0.54
H -2.70372 1.30631 8.05423 -0.06 -0.09 -0.24 0.33
H -4.83426 0.40217 7.10664 0.10 0.03 -0.11 0.31
H -4.87438 -0.43089 4.74763 0.09 0.00 0.08 0.35
H -2.76076 -0.56426 3.45092 0.00 -0.05 0.15 0.24
H 0.34928 -0.74551 6.91337 0.17 0.02 -0.21 0.51
H 2.58515 -0.80164 7.92529 -0.04 0.06 -0.15 0.32
H 4.59967 -0.18288 6.58171 -0.21 0.06 -0.05 0.31
H 4.30994 0.53660 4.19586 -0.28 -0.07 0.21 0.37
H 2.06227 0.54318 3.16618 0.07 -0.08 0.36 -0.02
```
Forces are in eV/Å.

Summary:
- LUMO (eV) = 4.06
- frontier orbital gap (Ha) = 0.116
- calculated total energy (hartree) = -1803.3720
- charge = -2
- molar mass (g/mol) = 787.61
- E_HOMO (eV) = 0.901

=====

[6]
DFT (the ωB97M-V functional and the def2-TZVPD basis) results for C8H7NO4 in the gas phase at a distorted geometry.

The geometry in XYZ format:
```
20
Properties=species:S:1:pos:R:3:forces:R:3:mulliken_charge:R:1
O 3.19822 0.98606 -0.06776 -0.07 0.24 -0.40 -0.69
C 2.10015 0.46371 0.03722 0.46 1.09 0.85 0.48
C 1.91009 -0.97083 0.37228 -0.08 -1.47 -0.04 0.16
O 2.92653 -1.82049 0.04030 1.45 0.71 -1.11 -0.52
O 0.80634 -1.40968 -0.34067 -2.30 -0.50 -1.09 -0.45
C -0.40388 -0.73999 -0.19517 1.50 -1.11 1.10 0.64
C -1.56100 -1.46737 -0.17992 -0.23 0.29 -0.07 -0.57
C -2.75904 -0.78612 -0.00723 -1.71 -2.02 0.14 -0.18
C -2.81984 0.56681 0.10800 1.73 1.17 -0.41 -0.70
C -1.59463 1.27687 0.05619 -0.74 0.31 0.61 -0.39
C -0.38444 0.62023 0.06425 1.12 0.02 -1.44 -0.13
N 0.94905 1.16558 -0.03504 -1.91 0.86 0.28 0.23
O 1.03090 2.57483 -0.15288 -0.87 -1.57 0.22 -0.40
H 1.79502 -1.22651 1.40318 -0.62 0.78 1.24 0.26
H 3.43887 -1.39834 -0.67700 -0.08 -0.42 0.33 0.35
H -1.51614 -2.53607 -0.28940 -0.01 -0.17 -0.04 0.43
H -3.68670 -1.40786 0.05406 0.82 0.71 -0.14 0.29
H -3.72332 1.15074 0.15850 -0.22 -0.20 0.07 0.39
H -1.65836 2.34204 0.02964 0.29 0.57 0.19 0.43
H 1.95218 2.61637 -0.37856 1.46 0.71 -0.29 0.36
```
Forces are in eV/Å.

Summary:
- structure (SMILES) = O=C1[C@H](O)Oc2ccccc2N1O
- LUMO (eV) = 0.68
- frontier orbital gap (Ha) = 0.353
- calculated total energy (hartree) = -664.7049
- molar mass (g/mol) = 181.15
- E_HOMO (eV) = -8.912

=====

In kcal/mol, the ΔE to the lowest compared entry with this formula, charge and spin values for the records above are, in order, 0.0; 31.8; 0.0; 63.4; 0.0; 13.7.